86
Properties=species:S:1:pos:R:3:mulliken_charge:R:1 method="wB97M-V/def2-TZVPD" spin_multiplicity=1 e_lumo_ev=2.2 charge=-1
K 0.862 -0.667 0.671 0.985
Cl 1.712 -3.911 7.875 -0.280
C 1.545 -2.926 6.434 0.137
C 0.991 -1.643 6.532 -0.719
C 0.855 -0.869 5.412 -0.261
C 1.247 -1.315 4.104 -0.445
O 1.072 -0.581 3.089 -0.259
C 1.831 -2.630 4.047 0.860
C 2.354 -3.237 2.844 -0.766
N 2.338 -2.773 1.649 0.205
C 3.017 -3.503 0.666 -0.247
C 4.308 -3.943 0.828 -0.158
C 4.986 -4.622 -0.207 -0.722
C 4.377 -4.847 -1.405 -0.932
C 3.051 -4.396 -1.619 1.326
C 2.375 -4.572 -2.849 -0.898
C 1.110 -4.095 -2.996 -0.357
C 0.506 -3.445 -1.899 -0.177
N 1.084 -3.274 -0.741 -0.352
C 2.359 -3.725 -0.587 0.043
C 1.958 -3.398 5.218 -0.975
H 0.676 -1.272 7.500 0.403
H 0.429 0.125 5.481 0.342
H 2.816 -4.220 3.013 0.417
H 4.820 -3.729 1.758 0.590
H 6.005 -4.950 -0.043 0.369
H 4.895 -5.353 -2.211 0.365
H 2.888 -5.064 -3.667 0.370
H 0.579 -4.162 -3.935 0.362
H -0.493 -3.040 -2.011 0.262
H 2.398 -4.387 5.152 0.366
S -1.150 4.018 -2.927 -0.380
C -2.052 2.647 -3.180 0.078
N -1.588 1.410 -2.782 0.613
C -2.271 0.265 -2.942 0.046
C -3.507 0.291 -3.509 -0.590
C -3.951 1.560 -3.928 -0.213
N -3.282 2.672 -3.788 -0.552
H -0.650 1.287 -2.382 -0.010
H -1.737 -0.620 -2.617 0.139
H -4.089 -0.605 -3.656 0.472
H -4.917 1.652 -4.418 0.416
C -2.302 2.938 3.858 -1.656
C -1.423 1.867 3.215 1.324
C -2.140 0.514 3.246 -1.502
P -0.761 2.162 1.500 0.204
C -1.948 3.206 0.540 1.742
C -3.256 2.456 0.283 -1.699
C -2.216 4.650 0.959 -1.650
C 0.695 3.313 1.700 0.438
C 0.736 4.194 2.947 -1.577
C 1.986 2.495 1.590 -1.375
H -2.523 2.662 4.894 0.479
H -3.258 3.019 3.336 0.254
H -1.840 3.922 3.865 0.275
H -0.508 1.748 3.806 -0.218
H -3.038 0.529 2.622 0.328
H -2.449 0.271 4.266 0.438
H -1.480 -0.280 2.898 0.193
H -1.425 3.255 -0.422 -0.776
H -3.892 2.430 1.171 0.340
H -3.071 1.424 -0.025 0.331
H -3.816 2.953 -0.514 0.475
H -2.838 4.713 1.853 0.246
H -2.739 5.165 0.148 0.482
H -1.293 5.199 1.145 0.306
H 0.633 3.964 0.821 0.517
H 0.783 3.592 3.858 0.274
H -0.129 4.853 3.020 0.287
H 1.632 4.821 2.927 0.468
H 2.029 1.718 2.359 0.224
H 2.862 3.140 1.703 0.469
H 2.059 2.019 0.609 0.282
C -1.448 -1.726 -6.685 -1.180
C -0.608 -0.659 -6.039 0.869
C -0.425 0.580 -6.635 -0.652
C 0.354 1.483 -5.928 -0.298
N 0.886 1.218 -4.749 -0.458
C 0.632 0.004 -4.214 -0.097
S 1.184 -0.329 -2.613 -0.309
N -0.089 -0.951 -4.852 -0.319
H -1.447 -1.635 -7.771 0.398
H -2.481 -1.638 -6.340 0.210
H -1.082 -2.710 -6.397 0.262
H -0.857 0.826 -7.596 0.394
H 0.554 2.474 -6.328 0.386



104
Properties=species:S:1:pos:R:3:mulliken_charge:R:1 method="wB97M-V/def2-TZVPD" spin_multiplicity=1 e_lumo_ev=-4.3 charge=+1
Re 1.199 0.660 -0.276 1.290
C 0.509 7.585 -2.599 -1.558
C 0.881 6.315 -1.889 0.361
C 1.898 6.277 -0.942 -1.243
C 2.212 5.099 -0.300 -0.185
C 1.538 3.907 -0.576 0.606
N 1.901 2.783 0.211 0.391
C 3.169 2.479 0.365 -0.018
C 5.484 2.807 -0.718 -0.540
C 6.392 2.644 0.429 -1.120
C 6.097 2.163 1.636 0.493
C 7.148 2.084 2.711 -1.853
C 4.798 1.652 2.053 -0.151
C 3.549 1.695 1.552 -0.334
C 2.422 1.054 2.385 2.014
O 1.400 0.494 1.615 0.092
C 2.928 -0.212 3.171 0.067
F 3.689 -0.970 2.356 -0.187
F 3.652 0.082 4.256 -0.247
F 1.918 -0.972 3.563 -0.224
C 1.802 2.055 3.410 0.523
F 1.078 1.412 4.326 -0.260
F 1.008 2.942 2.822 -0.133
F 2.772 2.724 4.047 -0.276
C 0.478 3.944 -1.489 -1.331
C 0.192 5.137 -2.144 -0.610
C -0.288 2.689 -1.857 1.563
O -0.239 1.734 -0.831 -0.837
C -1.822 2.902 -2.013 0.496
F -2.396 1.728 -2.296 -0.289
F -2.178 3.751 -2.973 -0.243
F -2.327 3.343 -0.863 -0.284
C 0.307 2.063 -3.167 0.491
F 1.609 2.336 -3.267 -0.213
F -0.301 2.517 -4.259 -0.242
F 0.187 0.727 -3.148 -0.177
H 1.259 8.358 -2.441 0.374
H 0.408 7.420 -3.671 0.377
H -0.446 7.965 -2.233 0.326
H 2.447 7.178 -0.701 0.387
H 2.986 5.087 0.456 0.533
H 5.846 3.541 -1.431 0.549
H 7.401 2.993 0.245 0.388
H 8.099 2.480 2.365 0.421
H 6.837 2.649 3.591 0.385
H 7.297 1.049 3.025 0.389
H 4.888 1.172 3.017 0.767
H -0.590 5.162 -2.889 0.625
N 3.770 -1.584 -0.697 0.100
C 3.856 -0.210 -0.920 0.013
N 4.960 0.442 -0.827 -0.472
N 4.830 1.709 -1.393 -0.222
N 4.030 2.867 -0.658 0.095
N 2.679 0.446 -1.193 -0.028
C 2.581 -2.117 -0.285 0.383
N 2.351 -3.357 0.183 -0.978
N 1.084 -3.395 0.561 -0.236
N 0.572 -2.232 0.305 1.360
N 1.466 -1.411 -0.243 -0.701
H 4.619 -2.104 -0.523 0.311
C -4.650 0.147 0.190 -1.362
C -4.755 -0.989 -0.815 1.752
C -5.843 -1.979 -0.434 -1.668
C -4.969 -0.479 -2.231 -1.395
O -3.459 -1.674 -0.851 1.232
Si -2.672 -2.599 0.192 -2.239
S -0.834 -1.365 0.745 0.100
O -3.407 -2.725 1.605 0.218
C -3.279 -3.698 2.692 1.692
C -3.940 -4.990 2.239 -1.608
C -1.808 -3.909 3.018 -1.450
C -4.019 -3.079 3.865 -1.721
O -2.041 -3.948 -0.403 0.360
C -1.881 -4.395 -1.795 1.718
C -3.260 -4.707 -2.357 -1.523
C -1.191 -3.306 -2.608 -1.259
C -1.022 -5.642 -1.707 -1.723
H -5.574 0.726 0.207 0.541
H -3.835 0.813 -0.082 0.100
H -4.478 -0.245 1.194 0.154
H -6.811 -1.478 -0.460 0.541
H -5.686 -2.371 0.570 0.202
H -5.871 -2.807 -1.141 0.329
H -5.909 0.070 -2.291 0.458
H -5.012 -1.314 -2.931 0.351
H -4.160 0.182 -2.525 0.053
H -3.413 -5.416 1.385 0.177
H -4.978 -4.806 1.960 0.338
H -3.925 -5.717 3.051 0.527
H -1.262 -4.305 2.160 0.127
H -1.716 -4.629 3.831 0.584
H -1.346 -2.974 3.337 0.340
H -5.062 -2.903 3.604 0.357
H -3.564 -2.128 4.141 0.344
H -3.984 -3.745 4.726 0.442
H -3.869 -3.808 -2.400 0.083
H -3.763 -5.450 -1.736 0.347
H -3.168 -5.109 -3.366 0.513
H -1.791 -2.396 -2.629 0.134
H -1.059 -3.646 -3.636 0.586
H -0.202 -3.085 -2.203 0.167
H -1.529 -6.410 -1.123 0.366
H -0.072 -5.414 -1.227 0.323
H -0.827 -6.034 -2.705 0.414



Number 1: E_tot -3921.4045 Ha, gap between HOMO and LUMO 0.25877 hartree. Number 2: E_tot -4207.5646 Ha, gap between HOMO and LUMO 0.24214 hartree.